1.
8
Properties=species:S:1:pos:R:3:lowdin_charge:R:1 method="wB97M-V/def2-TZVPD" mol_weight_g_mol=56.06 largest_force_ha_per_bohr=0.1001 homo_lumo_gap_ev=8.8260
C 0.17 1.17 -0.27 0.062
C 1.10 -2.20 0.29 0.019
C 0.20 -0.14 0.05 -0.253
O 1.19 -1.03 -0.14 -0.096
H -0.65 1.65 0.13 0.026
H 0.08 -2.52 0.69 0.020
H -0.76 -0.43 0.51 0.117
H 1.03 1.61 -0.89 0.105

***

2.
9
Properties=species:S:1:pos:R:3:lowdin_charge:R:1 method="wB97M-V/def2-TZVPD" mol_weight_g_mol=72.06 largest_force_ha_per_bohr=0.0178 homo_lumo_gap_ev=8.0318
C -1.28 0.10 0.22 0.138
C -0.12 -0.66 0.14 -0.618
O 0.22 -1.84 0.12 -0.004
C 1.18 0.35 -0.44 -0.151
O 1.09 1.45 -0.88 0.108
H 0.37 0.18 0.90 0.222
H -2.25 -0.37 0.31 0.083
H -1.21 1.17 0.10 0.079
H 2.03 -0.36 -0.48 0.143

***

Energy relative to the best compared isomer or geometry (same formula, charge and spin) values (in eV) by entry order: 3.740; 4.412.